Entry from OMol25: a structure of composition C7H10N5 at a distorted geometry (ωB97M-V with the def2-TZVPD basis set).

```
22
Properties=species:S:1:pos:R:3:forces:R:3
C 2.533333 -1.880513 0.206832 -0.18 2.05 -1.18
C 0.572385 -1.034893 -0.291760 -4.91 2.32 0.74
C 1.474397 -0.028515 -0.033036 -0.26 -1.95 0.03
C -0.160847 1.693166 0.139396 1.87 -3.84 -0.41
C -1.275601 -0.372449 -0.109492 4.55 0.40 0.20
C 2.152453 2.315858 0.015551 1.52 -0.24 1.19
C -3.660550 -0.538854 -0.008106 -0.92 0.14 0.11
N 2.705443 -0.572558 0.230748 -0.10 0.77 0.04
N -1.215796 0.920308 0.261335 -1.45 -1.96 -1.25
N 1.252953 -2.176055 -0.133358 -0.95 -4.50 0.82
N 1.108894 1.286701 -0.008854 -0.32 1.19 0.38
N -2.387506 -1.060052 -0.327915 2.83 0.86 0.38
H 3.362934 -2.533079 0.088242 0.26 -0.79 0.54
H -0.230747 2.705199 0.065108 -0.83 2.76 0.34
H 2.774782 2.187069 1.004226 -1.17 0.29 -1.95
H 2.863200 2.151972 -0.861380 -1.14 0.65 1.13
H 1.567974 3.258588 0.075068 1.18 -0.30 -0.42
H -4.327428 -1.323919 0.257838 -0.32 -0.54 0.78
H -4.143276 -0.041808 -0.785786 -0.49 0.56 -2.13
H -3.565522 0.262225 0.663592 0.10 0.51 1.68
H 0.873521 -3.183135 -0.010130 0.69 2.58 -0.68
H -2.274999 -2.035255 -0.438120 0.05 -0.95 -0.33
```
Forces are in eV/Å.

Calculated values
- Net charge: +1

Electronic structure analysis, Mulliken charges in units of e:
1 C -0.303
2 C -0.308
3 C 0.631
4 C 0.032
5 C 0.614
6 C -0.739
7 C -0.954
8 N -0.533
9 N -0.535
10 N -0.061
11 N -0.044
12 N -0.103
13 H 0.372
14 H 0.419
15 H 0.323
16 H 0.313
17 H 0.249
18 H 0.344
19 H 0.350
20 H 0.363
21 H 0.296
22 H 0.273



Entry from OMol25: an isolated molecule of C2H3FNP at a distorted geometry (ωB97M-V with the def2-TZVPD basis set).

```
8
Properties=species:S:1:pos:R:3:forces:R:3
H -0.376124 1.294095 -2.119242 -0.08 -0.11 -1.43
N -0.614825 1.073081 -1.181011 1.47 -1.12 1.87
C 0.098357 0.093805 -0.748405 -2.81 1.85 -0.45
C 0.249393 -0.574221 0.537662 3.19 1.22 -0.87
P 0.959153 -1.450728 -0.933581 0.76 0.16 -0.15
F 2.418265 -0.788096 -0.745881 0.94 -0.45 -0.32
H 1.114308 -0.152802 1.114913 -0.97 -0.41 -0.33
H -0.458698 -1.058567 1.069179 -2.50 -1.13 1.68
```
Forces are in eV/Å.

Electronic structure analysis, Mulliken charges in units of e:
1 H 0.277
2 N -0.563
3 C 0.384
4 C -0.553
5 P 0.184
6 F -0.288
7 H 0.208
8 H 0.349



Entry from OMol25: an isolated molecule of C14H28O2S (ωB97M-V with the def2-TZVPD basis set).

```
45
Properties=species:S:1:pos:R:3:forces:R:3
C 1.967502 2.446034 -0.451230 0.00 0.06 -0.06
C 1.118982 3.254110 -1.413031 -0.19 -0.29 -0.26
S -0.182971 2.232795 -2.178449 -0.14 0.32 0.25
C 0.736766 1.524675 -3.526509 -0.06 0.35 0.29
O 1.884107 1.827135 -3.708313 0.34 -0.19 -0.32
C -0.072981 0.582642 -4.372409 -0.10 -0.24 -0.20
C -0.747183 -0.511373 -3.542577 0.31 -0.02 0.05
C 0.283698 -1.371352 -2.815669 -0.28 -0.14 0.00
C -0.341505 -2.471594 -1.957632 -0.04 0.14 0.02
C -1.267769 -1.970291 -0.847312 0.34 -0.03 -0.02
C -0.597299 -0.982844 0.105211 -0.45 -0.19 0.07
C -1.506747 -0.633706 1.281361 0.24 0.25 -0.05
C -0.968373 0.511047 2.140708 0.05 -0.17 0.05
C 0.392504 0.253654 2.791331 -0.08 -0.05 0.01
C 0.434080 -0.948363 3.736705 -0.16 0.37 0.15
C -0.401860 -0.745884 5.001850 0.05 -0.54 -0.24
O 0.008006 0.366376 5.762001 0.22 0.38 0.20
H 2.715237 3.090117 0.006855 0.11 0.02 0.09
H 1.352492 2.011391 0.333772 -0.01 -0.06 0.09
H 2.480367 1.647146 -0.982764 0.03 -0.06 0.00
H 0.594786 4.063584 -0.907090 0.00 0.03 -0.06
H 1.718125 3.648555 -2.233947 -0.07 0.09 0.10
H 0.595734 0.146472 -5.118100 -0.01 0.09 0.02
H -0.835970 1.171056 -4.888224 0.06 0.04 -0.05
H -1.349535 -1.138866 -4.202413 -0.09 0.02 0.01
H -1.414452 -0.038631 -2.821572 -0.14 -0.09 -0.01
H 0.939682 -1.838813 -3.554667 0.07 0.06 -0.01
H 0.908844 -0.732761 -2.189347 0.11 0.04 0.02
H 0.466893 -3.051632 -1.505516 -0.01 -0.09 -0.01
H -0.907878 -3.146492 -2.604366 0.05 -0.10 -0.03
H -2.152460 -1.504557 -1.284993 -0.12 0.00 0.03
H -1.610162 -2.837042 -0.275474 -0.11 0.01 0.00
H -0.357796 -0.063451 -0.430153 0.15 0.06 -0.01
H 0.334155 -1.419308 0.470835 0.15 0.03 -0.01
H -2.480642 -0.329574 0.889218 -0.08 -0.08 0.01
H -1.670318 -1.520672 1.896580 -0.10 -0.08 0.01
H -1.697654 0.739640 2.919582 -0.05 0.12 0.01
H -0.880742 1.401482 1.512322 -0.06 0.07 0.01
H 0.668965 1.145313 3.359607 0.10 -0.01 -0.07
H 1.146341 0.109687 2.014651 0.06 0.07 -0.02
H 1.474018 -1.121721 4.032595 0.00 -0.11 0.01
H 0.084428 -1.846560 3.227816 0.04 -0.14 -0.01
H -1.445814 -0.554773 4.748179 0.01 -0.08 0.01
H -0.360207 -1.660865 5.613085 -0.10 0.10 -0.11
H 0.944605 0.268213 5.967490 -0.08 0.01 0.01
```
Forces are in eV/Å.

Electronic structure analysis, Mulliken charges in units of e:
1 C -0.757
2 C -0.545
3 S -0.129
4 C 0.703
5 O -0.567
6 C -0.990
7 C -0.556
8 C -0.234
9 C -1.097
10 C -0.828
11 C 0.627
12 C -0.956
13 C -0.823
14 C -0.470
15 C -0.804
16 C -0.657
17 O -0.515
18 H 0.435
19 H -0.022
20 H 0.275
21 H 0.436
22 H 0.371
23 H 0.320
24 H 0.355
25 H 0.373
26 H 0.263
27 H 0.439
28 H 0.060
29 H 0.375
30 H 0.371
31 H 0.320
32 H 0.461
33 H -0.381
34 H 0.242
35 H 0.442
36 H 0.299
37 H 0.440
38 H 0.288
39 H 0.527
40 H 0.266
41 H 0.379
42 H 0.300
43 H 0.313
44 H 0.314
45 H 0.337



Relative energy (zero: lowest compared OMol25 entry of this formula, charge and spin) across the listed records, respectively: 219.5, 11.0, 1.8 kJ/mol.
Energy across the listed records, respectively: -14862.8151, -15617.3981, -29903.1816 eV.
Kohn-Sham gap across the listed records, respectively: 8.60, 9.40, 10.08 eV.